Entry 1:
9
Properties=species:S:1:pos:R:3:nbo_charge:R:1 method="wB97M-V/def2-TZVPD" max_force_ev_per_a=1.2 e_above_lowest_kj_mol=389.1 e_tot_ev=-23793.84208 e_homo_ev="-9.0 / -9.2" gap_ev="7.5 / 9.2" charge=0
C 1.28953 -1.33798 -0.09624 -0.369
C 1.28763 -0.04711 -0.09962 -0.118
C -2.10526 1.06308 0.08126 -0.486
Cl 2.74113 -2.34961 0.03229 -0.029
I 2.67822 1.43982 0.02951 0.260
H 0.39805 -1.93405 -0.17965 0.243
H -1.35597 1.82602 0.03286 0.168
H -2.31026 0.57098 1.00704 0.166
H -2.62307 0.76885 -0.80744 0.165


Entry 2:
65
Properties=species:S:1:pos:R:3:nbo_charge:R:1 method="wB97M-V/def2-TZVPD" smiles="CN(C(=O)c1ccc(OC2CCN(CCc3ccccc3)CC2)cc1)C1CCOCC1" max_force_ev_per_a=0.4 e_above_lowest_kj_mol=173.4 e_tot_ev=-36636.55352 e_homo_ev=-8.4 gap_ev=9.0 charge=0
C -4.60470 -1.36000 0.78033 -0.412
N -5.23702 -0.24974 0.10994 -0.435
C -4.54988 0.78975 -0.43038 0.676
O -5.09198 1.64183 -1.11343 -0.626
C -3.08768 0.86024 -0.13380 -0.168
C -2.18187 0.92888 -1.18245 -0.172
C -0.82505 1.06469 -0.94813 -0.258
C -0.35161 1.16791 0.35609 0.313
O 0.94453 1.32373 0.72142 -0.503
C 1.97119 1.38810 -0.26005 0.099
C 3.20276 1.96416 0.45013 -0.417
C 3.97918 0.85899 1.15106 -0.223
N 4.56484 -0.06552 0.19108 -0.463
C 4.93752 -1.32392 0.79760 -0.197
C 6.28528 -1.21250 1.53227 -0.444
C 7.38831 -0.92474 0.55670 0.080
C 8.17400 -1.95275 0.05230 -0.250
C 9.16420 -1.69480 -0.87927 -0.208
C 9.37746 -0.40179 -1.32432 -0.227
C 8.59591 0.62921 -0.83118 -0.198
C 7.60957 0.36932 0.10294 -0.234
C 3.80168 -0.15492 -1.03998 -0.206
C 2.29234 -0.00649 -0.82747 -0.457
C -1.26728 1.12978 1.41212 -0.261
C -2.61390 0.97528 1.17109 -0.166
C -6.67868 -0.28624 -0.08198 -0.053
C -7.44029 -0.58890 1.20929 -0.441
C -8.94075 -0.55406 0.90582 -0.061
O -9.29209 -1.48179 -0.09288 -0.526
C -8.63237 -1.21826 -1.30962 -0.064
C -7.11102 -1.28706 -1.15964 -0.440
H -3.55105 -1.40492 0.51235 0.228
H -5.07856 -2.29227 0.47250 0.201
H -4.68560 -1.27084 1.86744 0.191
H -2.54650 0.86907 -2.19698 0.225
H -0.15241 1.10045 -1.79002 0.210
H 1.66541 2.07567 -1.06076 0.182
H 2.86436 2.69596 1.18408 0.232
H 3.84709 2.46755 -0.26968 0.213
H 3.29639 0.33972 1.84606 0.172
H 4.78497 1.29887 1.74759 0.196
H 4.17278 -1.68093 1.51198 0.167
H 5.04494 -2.07613 0.01237 0.197
H 6.22509 -0.42086 2.27934 0.209
H 6.47488 -2.15685 2.04602 0.212
H 8.01201 -2.96555 0.39530 0.205
H 9.77078 -2.50475 -1.25855 0.210
H 10.15026 -0.19868 -2.05136 0.211
H 8.75802 1.64064 -1.17547 0.208
H 7.00059 1.17493 0.48238 0.211
H 4.01538 -1.10992 -1.52322 0.209
H 4.14542 0.63521 -1.71878 0.186
H 1.95377 -0.75763 -0.10978 0.216
H 1.76864 -0.18253 -1.76756 0.216
H -0.88975 1.23006 2.41770 0.225
H -3.30727 0.96234 1.99886 0.215
H -6.94469 0.72074 -0.42704 0.244
H -7.20198 0.14683 1.97820 0.216
H -7.18344 -1.58354 1.57689 0.202
H -9.52247 -0.83187 1.78735 0.194
H -9.22862 0.46191 0.59281 0.160
H -8.98996 -1.97522 -2.01068 0.195
H -8.91742 -0.22217 -1.68235 0.161
H -6.63397 -1.04385 -2.10912 0.223
H -6.83072 -2.30220 -0.87193 0.198


Entry 3:
20
Properties=species:S:1:pos:R:3:nbo_charge:R:1 method="wB97M-V/def2-TZVPD" max_force_ev_per_a=4.0 e_above_lowest_kj_mol=214.8 e_tot_ev=-18085.90885 e_homo_ev=-9.4 gap_ev=9.3 charge=0
C 2.03923 1.71196 -0.90418 -0.308
C 0.62266 1.64519 -0.56568 -0.267
C 2.54912 0.49086 -0.51311 0.104
C 0.44772 0.36589 -0.07887 0.221
C -2.74842 -0.28389 -1.06811 -0.170
C -2.98713 0.76396 -0.09070 0.728
C -0.91419 -0.19401 0.32271 0.334
C -0.66305 -1.30068 1.34725 -0.643
N -1.57263 -0.78861 -0.87666 0.176
O -1.04828 -1.60765 -1.61682 -0.438
O -3.91282 1.50835 0.00380 -0.535
O 1.59604 -0.33686 -0.03512 -0.384
O -1.95761 0.67481 0.82455 -0.482
H 2.38196 2.61850 -1.31676 0.236
H 0.08602 2.53196 -0.77160 0.243
H 3.44930 -0.05919 -0.49906 0.210
H -3.50283 -0.51642 -1.85691 0.249
H -1.64314 -1.73910 1.67495 0.236
H 0.05754 -1.02833 2.03028 0.238
H -0.06926 -2.18589 0.93646 0.251


Entry 4:
14
Properties=species:S:1:pos:R:3:nbo_charge:R:1 method="wB97M-V/def2-TZVPD" max_force_ev_per_a=7.7 e_above_lowest_kj_mol=976.8 e_tot_ev=-11414.28863 e_homo_ev=-9.6 gap_ev=9.2 charge=0
C -0.46252 0.68881 -2.35825 0.439
C -0.66410 0.91819 -0.75948 -0.294
C -0.75419 0.11018 0.62730 0.062
C 0.66229 -1.03158 1.60522 0.155
C 0.51435 0.19614 -0.05914 -0.034
H 0.87050 0.15048 -2.53241 0.145
H -1.11680 1.80151 -0.51348 0.250
H -0.78968 0.76616 1.64370 0.222
H 1.54667 -1.72635 1.28600 0.204
H 0.50278 -0.65921 2.52013 0.179
H 0.45061 -1.00014 -0.54000 0.204
O -1.40450 0.86878 -3.22503 -0.502
O -0.65658 -1.28996 1.17069 -0.514
O 1.30116 0.20699 1.13474 -0.514


Entry 5:
24
Properties=species:S:1:pos:R:3:nbo_charge:R:1 method="wB97M-V/def2-TZVPD" smiles=BrC[C@H]1CS[C@@H](c2ccccc2)S1 max_force_ev_per_a=2.5 e_above_lowest_kj_mol=0.0 e_tot_ev=-102260.69516 e_homo_ev=-8.6 gap_ev=9.1 charge=0
Br 3.98327 1.11369 0.51021 -0.024
C 2.80600 2.59804 1.08684 -0.403
C 1.36158 2.23263 0.87909 -0.398
C 0.83649 2.39234 -0.54083 -0.530
S -0.82958 1.63184 -0.62625 0.253
C -0.79485 0.45166 0.68353 -0.516
C -1.12222 -0.89733 0.03021 -0.037
C -2.22760 -1.66720 0.43373 -0.209
C -2.57328 -2.80639 -0.30370 -0.212
C -1.72646 -3.35145 -1.25589 -0.207
C -0.47195 -2.76112 -1.42516 -0.208
C -0.19801 -1.52093 -0.78849 -0.196
S 0.89889 0.57793 1.40547 0.237
H 3.01680 2.74589 2.12473 0.228
H 3.10900 3.51451 0.57001 0.233
H 0.78530 2.90435 1.49432 0.226
H 0.69088 3.43219 -0.80265 0.227
H 1.61696 2.05065 -1.28769 0.226
H -1.49776 0.56690 1.55998 0.240
H -2.91826 -1.36357 1.21264 0.212
H -3.51845 -3.29570 -0.12449 0.210
H -1.98484 -4.31333 -1.76666 0.216
H 0.05996 -3.21797 -2.20189 0.214
H 0.69814 -1.01763 -0.86707 0.219


Entry 6:
85
Properties=species:S:1:pos:R:3:lowdin_charge:R:1 method="wB97M-V/def2-TZVPD" max_force_ev_per_a=11.7 e_above_lowest_kj_mol=169.1 e_tot_ev=-39290.39456 e_homo_ev=-11.4 gap_ev=9.5 charge=+1
N 1.46304 -0.89247 0.63682 0.306
H 2.26604 -1.31647 0.22182 0.088
H 1.49604 0.19253 1.04982 0.208
H 0.94404 -1.49147 1.27182 0.080
H 0.90804 -0.89347 -0.20718 0.075
C 1.61304 -4.22147 -2.17918 -0.070
C 3.06204 -3.74047 -1.79118 -0.409
C 3.43404 -4.39047 -0.41518 -0.169
O 2.70504 -3.56047 0.51982 -0.277
C 2.81504 -4.14347 1.86882 -0.046
N 3.96704 -4.16447 -2.83018 0.024
H 1.48304 -5.22947 -2.64218 0.084
H 1.16204 -3.46647 -3.02318 0.123
H 0.83204 -4.11947 -1.39718 0.033
H 3.20304 -2.50447 -1.78018 0.178
H 4.30604 -4.12047 -0.09018 0.061
H 3.23104 -5.42247 -0.32618 0.125
H 2.75304 -3.29947 2.62882 0.104
H 3.75204 -4.70647 1.67882 0.091
H 1.99104 -4.83447 2.01782 0.065
H 3.61204 -5.06047 -3.19418 0.088
H 4.89304 -4.04347 -2.51318 0.061
C 2.26604 3.23553 -1.23818 -0.011
C 0.76104 2.96553 -0.80718 -0.382
C 0.05304 4.31353 -0.75818 -0.234
O 0.81104 5.06653 0.12782 -0.198
C -0.02196 6.00353 0.79882 -0.117
N 0.17904 2.10353 -1.81718 0.055
H 2.92404 3.80853 -0.45918 0.125
H 2.36104 3.86553 -1.90218 -0.030
H 2.82604 2.30253 -1.38118 0.079
H 0.69804 2.45453 0.18282 0.122
H -1.05196 4.16553 -0.40918 0.154
H 0.26804 4.71953 -1.80618 0.157
H 0.64704 6.80053 1.41282 0.138
H -0.68896 5.52253 1.46382 0.042
H -0.68596 6.70653 0.17682 0.109
H 0.06004 2.49053 -2.80018 0.150
H -0.73296 2.06653 -1.56418 0.007
C -1.76796 0.32553 2.58082 -0.034
C -1.13396 1.66553 2.42282 -0.372
C -1.82996 2.70453 3.38382 -0.152
O -3.24296 2.81853 3.07382 -0.150
C -3.85296 3.88953 3.73682 -0.053
N 0.27804 1.50153 2.73282 0.086
H -1.53096 -0.54247 1.94882 0.087
H -2.72596 0.47553 2.20582 0.074
H -1.85596 0.12153 3.48382 0.011
H -1.38496 2.14353 1.52182 0.104
H -1.32896 3.57953 3.47982 0.078
H -1.83496 2.54553 4.46682 0.127
H -3.63996 3.63053 4.85282 0.142
H -4.75096 3.81953 3.80382 -0.001
H -3.49096 4.74553 3.56982 0.031
H 0.16604 1.05753 3.50682 -0.010
H 0.78204 2.35553 3.00882 0.109
C -2.59096 -2.20447 -3.01018 -0.036
C -1.72996 -1.47047 -1.97318 -0.479
C -2.41596 -0.33647 -1.22018 -0.174
O -2.71596 0.61653 -2.30518 -0.212
C -3.61196 1.63653 -1.86618 -0.107
N -1.27896 -2.37847 -0.85718 -0.007
H -2.68896 -1.30347 -3.73918 0.115
H -3.55296 -2.36647 -2.37118 0.112
H -2.21796 -3.06447 -3.45318 0.042
H -0.85496 -1.02347 -2.44018 0.116
H -1.88496 -0.04547 -0.46318 0.026
H -3.47496 -0.85847 -0.85018 0.184
H -3.64796 2.50853 -2.69118 0.135
H -3.16896 2.21753 -0.99118 0.091
H -4.57996 1.40653 -1.73018 0.034
H -0.63396 -3.14147 -1.36618 0.074
H -2.15196 -3.04747 -0.57818 0.137
C 2.03404 0.10253 -3.76518 -0.146
O 1.73404 -0.11147 -2.41918 -0.199
H 2.84804 0.70553 -3.93618 0.057
H 1.00704 0.31353 -4.05518 0.093
H 2.34304 -0.75747 -4.29318 0.066
H 1.08604 0.59553 -2.20218 -0.002
C -0.41596 -3.23847 3.07982 -0.100
O 0.43904 -2.19747 3.57282 -0.098
H 0.21104 -4.28147 3.19682 0.129
H -0.42896 -2.93447 2.14482 -0.021
H -1.45196 -3.12947 3.66582 0.142
H 0.37704 -2.21047 4.41182 -0.038


Entry 7:
126
Properties=species:S:1:pos:R:3:lowdin_charge:R:1 method="wB97M-V/def2-TZVPD" max_force_ev_per_a=3.0 e_above_lowest_kj_mol=78.6 e_tot_ev=-72909.63322 e_homo_ev=-9.9 gap_ev=6.2 charge=+1
Be 4.39562 -17.08836 8.12718 0.896
C 3.51348 -12.86870 6.09847 -0.086
C 2.69180 -14.15391 6.20297 -0.456
O 3.09925 -15.22565 7.00250 -0.370
H 4.55455 -13.07487 5.82610 0.068
H 3.46928 -12.37203 7.06050 0.034
H 3.20433 -12.29909 5.22187 0.054
H 2.51828 -14.52643 5.17874 0.064
H 1.65693 -13.95815 6.52375 0.076
N 4.18532 -15.59176 10.46657 0.041
C 3.03204 -14.89798 10.58915 -0.161
C 2.42162 -14.66274 11.78736 -0.061
C 2.88498 -15.25906 12.97205 -0.043
C 4.02060 -16.04216 12.84196 -0.051
C 4.70453 -16.02058 11.61725 -0.147
H 2.53617 -14.53423 9.69746 0.086
H 1.50568 -14.11515 11.96732 0.103
H 2.31255 -15.14465 13.88064 0.113
H 4.41762 -16.66504 13.63116 0.106
H 5.55432 -16.66669 11.42558 0.100
N 6.26942 -15.45692 8.25249 0.036
C 6.04242 -14.13964 8.07122 -0.123
C 7.03067 -13.17097 8.24922 -0.043
C 8.27857 -13.49929 8.69784 -0.060
C 8.47486 -14.81806 9.02024 -0.056
C 7.48720 -15.75294 8.74034 -0.133
H 5.00834 -13.82398 8.02392 0.085
H 6.74724 -12.13630 8.10542 0.101
H 9.05770 -12.77865 8.90307 0.120
H 9.45508 -15.04534 9.41742 0.113
H 7.67411 -16.81234 8.86297 0.106
N -1.00770 -17.21794 5.91982 0.065
C -1.81632 -18.22351 5.52100 -0.141
C -2.10982 -18.53129 4.18787 -0.064
C -1.45268 -17.82565 3.18500 -0.059
C -0.60647 -16.79909 3.58973 -0.089
C -0.40833 -16.50969 4.92722 -0.144
H -2.11561 -18.95472 6.26149 0.098
H -2.73222 -19.37638 3.92984 0.103
H -1.62088 -18.09493 2.15208 0.112
H -0.00757 -16.28296 2.85063 0.085
H 0.31830 -15.82964 5.35447 0.095
N 5.90608 -17.48270 5.99112 0.033
C 5.83637 -16.38580 5.21764 -0.172
C 6.34031 -16.25198 3.95294 -0.042
C 7.17193 -17.26771 3.47095 -0.039
C 7.35730 -18.34397 4.31365 -0.064
C 6.77323 -18.41691 5.56592 -0.122
H 5.26315 -15.55496 5.61777 0.082
H 6.30589 -15.33289 3.38482 0.114
H 7.63155 -17.11984 2.50450 0.116
H 7.95073 -19.17823 3.96175 0.109
H 6.92629 -19.25585 6.23091 0.110
N 3.19146 -14.21040 1.07186 0.046
C 2.49850 -14.59642 2.19111 -0.131
C 1.30742 -13.94706 2.48542 -0.117
C 0.75260 -13.00324 1.64738 -0.067
C 1.39306 -12.79876 0.41441 -0.058
C 2.64618 -13.35671 0.20001 -0.149
H 2.94613 -15.41228 2.73835 0.085
H 0.70972 -14.21714 3.34752 0.057
H -0.21496 -12.52607 1.71434 0.110
H 0.97603 -12.08567 -0.28266 0.108
H 3.25646 -13.17802 -0.67482 0.107
N 2.54728 -17.95264 9.43572 0.035
C 1.46827 -17.28790 9.04332 -0.130
C 0.21656 -17.92448 8.92831 -0.019
C 0.11816 -19.23971 9.39431 -0.028
C 1.28786 -19.93007 9.74357 -0.070
C 2.45672 -19.23905 9.79764 -0.177
H 1.41894 -16.24322 8.76505 0.092
H -0.60318 -17.47456 8.38622 0.086
H -0.81185 -19.79153 9.38716 0.111
H 1.24046 -20.95762 10.07597 0.115
H 3.33799 -19.69608 10.23008 0.117
N 3.18636 -18.58297 6.53922 0.052
C 2.73023 -19.88734 6.63876 -0.105
C 2.18308 -20.57184 5.55962 -0.030
C 1.83324 -19.79574 4.43521 -0.053
C 2.26603 -18.50472 4.31773 -0.049
C 2.99599 -17.96470 5.38177 -0.148
H 3.02328 -20.35972 7.56372 0.090
H 1.77517 -21.55920 5.71942 0.107
H 1.15625 -20.10696 3.64948 0.114
H 1.96062 -17.95048 3.44329 0.100
H 3.21936 -16.90652 5.30584 0.077
C 4.25953 -10.11313 7.72039 -0.038
C 3.57011 -8.94456 7.06612 -0.485
O 2.81152 -9.13879 6.14605 0.068
C 3.89946 -7.55846 7.54217 -0.021
H 3.53062 -10.64830 8.33389 0.071
H 4.99410 -9.86922 8.49416 0.080
H 4.79065 -10.81044 7.07928 0.061
H 4.85734 -7.08174 7.33444 0.090
H 3.80146 -7.51431 8.63080 0.085
H 3.14602 -6.86831 7.16002 0.085
C 0.18274 -10.34570 9.17257 -0.003
C -0.63343 -11.56793 9.58176 -0.492
O -1.67803 -11.41305 10.16969 0.065
C -0.17326 -12.95196 9.15955 -0.011
H 1.21416 -10.64089 8.98331 0.055
H 0.09319 -9.54423 9.90298 0.088
H -0.26095 -9.94942 8.25654 0.082
H -0.23054 -13.58520 10.04504 0.080
H 0.64206 -12.96417 8.44195 0.061
H -1.09395 -13.28005 8.66405 0.090
C -1.54734 -10.54368 5.06988 -0.015
C -2.16037 -11.77977 4.42932 -0.482
O -3.21381 -11.65964 3.84438 0.067
C -1.52909 -13.15098 4.63386 -0.022
H -1.98202 -10.36744 6.05733 0.083
H -1.73698 -9.68753 4.42721 0.087
H -0.49275 -10.64696 5.33398 0.065
H -0.57173 -13.07563 5.14696 0.063
H -1.43957 -13.54568 3.62209 0.068
H -2.23661 -13.74089 5.21565 0.092
C 4.88439 -9.34812 1.59975 -0.026
C 3.55015 -9.99203 1.73954 -0.504
O 2.66191 -9.88833 0.93357 0.073
C 3.37604 -10.80559 3.02710 -0.022
H 4.93562 -8.68467 0.73704 0.087
H 5.56168 -10.16496 1.32943 0.092
H 5.26329 -8.85996 2.49536 0.083
H 2.40736 -11.29750 3.04512 0.065
H 3.59415 -10.06328 3.79513 0.070
H 4.12696 -11.59905 3.03515 0.083


Entry 8:
8
Properties=species:S:1:pos:R:3:lowdin_charge:R:1 method="wB97M-V/def2-TZVPD" max_force_ev_per_a=3.1 e_above_lowest_kj_mol=307.6 e_tot_ev=-13198.62818 e_homo_ev="-10.7 / -8.1" gap_ev="11.5 / 4.4" charge=0
C -0.27060 -1.70327 -0.14054 -0.432
C 0.56726 -0.49849 -0.30632 -0.067
N -0.54705 -2.90340 -0.51129 0.079
N -1.01272 -2.41401 0.74483 0.076
I 4.06248 1.09875 0.17606 0.077
H 0.57376 -0.05571 0.69086 0.066
H 0.15756 0.38191 -1.03903 0.149
H 1.44895 -0.96927 -0.73390 0.051